ORCA calculation (ωB97M-V/def2-TZVPD) on a molecular structure, C28H35F3N4P2Ti.

Structure (XYZ):
```
73
C28H35F3N4P2Ti (ωB97M-V/def2-TZVPD)
Ti 1.49 -0.68 3.26
C 0.45 -3.21 3.61
C 1.26 -2.83 2.55
C 0.71 -2.51 1.18
C 0.22 -1.06 1.09
C -0.74 -0.52 2.17
C -1.73 -1.25 2.76
C -1.89 -2.72 2.63
C -0.98 -3.58 3.54
C 0.71 -0.77 5.22
H 0.97 -3.53 4.51
H 2.34 -3.05 2.60
H -0.08 -3.20 0.86
H 1.52 -2.63 0.44
H 1.10 -0.37 1.08
H -0.27 -0.96 0.11
H -0.85 0.59 2.17
H -2.32 -0.72 3.52
H -1.71 -2.95 1.57
H -2.94 -2.99 2.82
H -1.38 -3.58 4.56
H -1.02 -4.62 3.19
H 0.75 -1.70 5.82
H -0.34 -0.46 5.17
H 1.29 0.01 5.75
P -0.83 1.81 -0.10
P 1.35 -0.58 -1.90
N -2.59 1.66 -0.06
N -0.88 3.59 -0.33
N 0.33 -1.52 -3.12
N 2.82 -0.38 -2.88
C -0.73 1.34 -1.88
C 0.72 1.09 -2.34
C -3.30 1.74 1.14
C -4.65 1.87 0.85
C -4.78 1.93 -0.57
C -3.50 1.82 -1.10
C -0.26 4.48 0.55
C -0.35 5.77 0.04
C -1.02 5.68 -1.22
C -1.38 4.34 -1.40
C -0.24 -2.78 -2.89
C -1.08 -3.09 -3.96
C -1.07 -1.97 -4.84
C -0.16 -1.05 -4.33
C 3.09 -0.68 -4.22
C 4.27 -0.03 -4.58
C 4.72 0.72 -3.45
C 3.82 0.50 -2.43
H -1.16 2.14 -2.51
H -1.35 0.44 -2.05
H 0.79 1.27 -3.42
H 1.39 1.85 -1.87
H -2.77 1.67 2.08
H -5.43 1.92 1.58
H -5.69 2.02 -1.15
H -3.17 1.84 -2.13
H 0.17 4.10 1.46
H 0.02 6.66 0.51
H -1.19 6.48 -1.92
H -1.95 3.89 -2.20
H 0.02 -3.33 -2.00
H -1.60 -4.02 -4.10
H -1.68 -1.85 -5.72
H 0.20 -0.12 -4.77
H 2.44 -1.32 -4.80
H 4.75 -0.06 -5.55
H 5.58 1.37 -3.39
H 3.77 0.90 -1.43
F 3.87 -1.82 4.74
C 3.60 -0.69 3.95
F 4.06 0.41 4.69
F 4.47 -0.77 2.86
```

## Properties
relative energy (zero: lowest compared OMol25 entry of this formula, charge and spin): 0.0 kcal per mole
highest occupied orbital energy (alpha / beta): -6.565 / -8.353 eV
multiplicity: 3
⟨S²⟩: 2.0081
F_max: 0.0675 hartree/bohr

ORCA calculation (ωB97M-V/def2-TZVPD) on a gas-phase ion, C28H35N2O2S (charge +1).

Structure (XYZ):
```
68
C28H35N2O2S (ωB97M-V/def2-TZVPD)
C 2.27 2.38 -4.43
O 2.98 1.80 -3.32
C 2.55 1.91 -2.03
C 3.33 1.23 -1.06
C 2.91 1.16 0.25
C 1.73 1.80 0.69
C 1.14 1.38 2.02
C 1.01 2.35 3.20
S -0.80 2.67 3.65
C -1.19 4.30 2.98
C -1.87 1.55 2.73
O 0.83 0.20 2.22
C 1.03 2.57 -0.25
C 1.41 2.61 -1.60
H 2.94 2.23 -5.29
H 1.33 1.84 -4.62
H 2.08 3.45 -4.29
H 4.24 0.73 -1.39
H 3.51 0.60 0.96
H 1.32 3.36 2.87
H -1.77 4.83 3.74
H -0.26 4.83 2.77
H -1.79 4.20 2.08
H -2.71 1.29 3.38
H -2.25 2.07 1.84
H -1.32 0.65 2.46
H 0.15 3.12 0.08
H 0.80 3.15 -2.33
C -1.61 -2.44 7.98
N -0.21 -2.05 7.97
C 0.67 -2.89 8.76
C 0.26 -1.09 7.12
C -0.59 -0.08 6.59
C -0.07 0.95 5.82
C 1.25 0.94 5.36
C 1.81 2.01 4.42
C 3.27 1.84 4.00
C 4.15 2.93 4.06
C 5.47 2.77 3.69
C 5.91 1.56 3.11
N 7.17 1.43 2.59
C 8.26 2.30 2.97
C 7.52 0.28 1.80
C 5.02 0.47 3.06
C 3.71 0.62 3.48
C 2.11 0.02 5.99
C 1.65 -0.99 6.83
H -2.26 -1.60 7.74
H -1.80 -3.25 7.25
H -1.83 -2.82 8.98
H 1.37 -2.29 9.34
H 0.02 -3.47 9.42
H 1.24 -3.59 8.14
H -1.66 -0.06 6.83
H -0.73 1.80 5.62
H 1.84 2.92 5.04
H 3.78 3.90 4.39
H 6.15 3.62 3.77
H 7.91 3.31 3.21
H 8.82 1.92 3.84
H 8.94 2.36 2.11
H 6.77 0.11 1.01
H 8.48 0.49 1.33
H 7.59 -0.64 2.40
H 5.35 -0.50 2.68
H 3.00 -0.20 3.38
H 3.17 0.10 5.81
H 2.37 -1.70 7.25
```

## Properties
highest occupied orbital energy: -9.579 eV
charge: +1
F_max: 0.0378 hartree/bohr

ORCA calculation (ωB97M-V/def2-TZVPD) on a molecular structure, C28H35N3NiOS2.

Structure (XYZ):
```
70
C28H35N3NiOS2 (ωB97M-V/def2-TZVPD)
Ni -1.28 -1.63 -1.28
C -2.45 -1.11 4.29
C -1.03 -0.72 3.88
N -1.01 0.32 2.86
C -0.86 1.70 3.35
C 0.60 2.15 3.38
C -1.09 0.06 1.54
S -1.29 -1.58 1.05
N -0.98 1.18 0.78
C -1.03 1.25 -0.54
O -1.13 0.34 -1.39
C -0.87 2.65 -1.10
C -0.89 2.84 -2.48
C -0.73 4.11 -3.01
C -0.55 5.20 -2.17
C -0.53 5.01 -0.79
C -0.69 3.74 -0.26
H -2.42 -1.87 5.07
H -2.99 -1.51 3.44
H -2.99 -0.24 4.68
H -0.49 -1.59 3.52
H -0.49 -0.33 4.74
H -1.29 1.72 4.35
H -1.44 2.36 2.72
H 1.20 1.48 4.00
H 0.68 3.16 3.77
H 1.00 2.13 2.36
H -1.04 1.98 -3.12
H -0.75 4.25 -4.08
H -0.43 6.20 -2.58
H -0.38 5.86 -0.13
H -0.67 3.58 0.81
N 0.80 -1.95 -1.47
S 1.79 -1.73 -0.26
C 3.24 -2.72 -0.54
C 4.13 -2.41 -1.57
C 5.18 -3.27 -1.82
C 5.34 -4.43 -1.05
C 4.45 -4.72 -0.03
C 3.39 -3.86 0.23
C 2.54 -0.10 -0.34
C 3.46 0.27 0.62
C 3.96 1.57 0.62
C 3.52 2.47 -0.35
C 2.59 2.09 -1.30
C 2.09 0.79 -1.30
H 1.27 -1.96 -2.37
H 4.01 -1.50 -2.15
H 5.89 -3.05 -2.61
H 6.17 -5.10 -1.25
H 4.58 -5.61 0.57
H 2.68 -4.08 1.02
H 3.79 -0.44 1.37
H 4.68 1.87 1.37
H 3.90 3.49 -0.34
H 2.24 2.80 -2.04
H 1.33 0.48 -2.02
C -4.47 -0.60 -0.62
C -4.27 -1.42 -1.90
C -5.54 -2.19 -2.23
C -3.07 -2.34 -1.75
H -5.35 0.04 -0.68
H -3.60 0.04 -0.42
H -4.59 -1.27 0.24
H -4.08 -0.72 -2.72
H -5.78 -2.88 -1.42
H -5.42 -2.77 -3.15
H -6.40 -1.52 -2.37
H -2.88 -2.88 -2.68
H -3.27 -3.09 -0.98
```

## Properties
highest occupied orbital energy (alpha / beta): -6.984 / -7.553 eV
multiplicity: 3
⟨S²⟩: 2.0085
F_max: 0.0103 hartree/bohr

ORCA calculation (ωB97M-V/def2-TZVPD) on a molecular structure, C28H36As2RuSi.

Structure (XYZ):
```
68
C28H36As2RuSi (ωB97M-V/def2-TZVPD)
C -1.42 -0.32 2.53
C -0.49 -1.37 2.17
C 0.84 -0.84 2.29
H -0.73 -2.40 1.93
C 0.74 0.53 2.74
C -0.66 0.84 2.87
H -1.07 1.80 3.19
H -2.50 -0.42 2.53
H 1.76 -1.40 2.15
H 1.57 1.19 2.97
Ru -0.15 0.19 0.64
C 0.44 -3.01 -3.49
H 1.23 -2.51 -2.92
H 0.80 -4.02 -3.75
H -0.49 -3.16 -2.91
Si -0.37 -1.44 -1.00
C -2.17 -1.88 -1.30
C -2.95 -2.27 -0.20
H -2.53 -2.24 0.81
C -4.27 -2.69 -0.39
H -4.87 -2.97 0.48
C -4.81 -2.73 -1.68
H -5.84 -3.05 -1.82
C -4.03 -2.34 -2.78
H -4.45 -2.38 -3.78
C -2.72 -1.88 -2.59
H -2.13 -1.53 -3.43
C 0.51 -3.02 -0.43
C -0.12 -4.28 -0.38
H -1.15 -4.38 -0.73
C 0.57 -5.40 0.08
H 0.06 -6.37 0.12
C 1.89 -5.29 0.52
H 2.41 -6.16 0.92
C 2.54 -4.05 0.45
H 3.56 -3.95 0.81
C 1.86 -2.94 -0.06
H 2.40 -1.98 -0.15
H 0.17 -0.78 -2.22
H 0.19 -2.41 -4.37
C -2.33 4.83 0.71
As -1.38 3.12 0.44
C -1.03 3.41 -1.48
C 0.34 3.74 1.26
C 0.30 4.70 2.28
C 1.49 5.16 2.84
C 2.72 4.72 2.34
C 2.77 3.73 1.35
C 1.57 3.19 0.87
As 1.65 1.45 -0.12
C 3.39 0.74 0.40
C 1.96 1.81 -2.01
H -3.15 4.85 -0.01
H -1.64 5.67 0.55
H -2.72 4.85 1.74
H -1.77 4.14 -1.82
H -0.01 3.79 -1.63
H -1.17 2.45 -1.98
H -0.66 5.08 2.62
H 1.46 5.89 3.65
H 3.65 5.13 2.73
H 3.72 3.38 0.95
H 3.47 0.69 1.49
H 3.49 -0.26 -0.03
H 4.15 1.41 -0.01
H 2.66 2.66 -2.06
H 1.02 2.04 -2.50
H 2.42 0.91 -2.43
```

## Properties
highest occupied orbital energy (alpha / beta): -7.230 / -11.227 eV
multiplicity: 6
⟨S²⟩: 8.8144
charge: +1
F_max: 0.1018 hartree/bohr

ORCA calculation (ωB97M-V/def2-TZVPD) on 3 unconnected molecules or ions with the total composition C28H36Br2F3N4OS.

Structure (XYZ):
```
75
C28H36Br2F3N4OS (ωB97M-V/def2-TZVPD)
C 3.94 -0.15 3.81
C 2.86 -0.65 3.74
C 1.52 -1.21 3.66
C 1.02 -1.62 2.31
N 0.12 -2.59 2.21
C -0.19 -2.70 0.91
N -1.11 -3.53 0.46
C -1.75 -4.38 1.48
C -1.55 -3.67 -0.93
C -0.70 -4.61 -1.76
C -1.33 -4.86 -3.14
C -0.90 -3.89 -4.24
C -1.59 -2.52 -4.22
O -2.84 -2.61 -3.56
C -3.32 -1.36 -3.11
N 0.56 -1.79 0.18
S 0.66 -1.42 -1.46
N 1.32 -1.09 1.13
C 2.20 0.02 0.79
C 3.59 -0.46 0.36
C 4.59 0.66 0.11
F 4.97 1.22 1.30
Br 6.18 -0.12 -0.71
C 4.11 1.84 -0.76
F 3.17 2.52 -0.06
F 5.11 2.69 -1.00
Br 3.37 1.28 -2.45
H 4.92 0.27 3.88
H 1.48 -2.13 4.26
H 0.79 -0.53 4.11
H -1.01 -4.88 2.09
H -2.36 -5.12 0.96
H -2.40 -3.78 2.12
H -1.66 -2.69 -1.39
H -2.56 -4.08 -0.88
H 0.31 -4.21 -1.89
H -0.61 -5.56 -1.24
H -2.41 -4.84 -3.04
H -1.07 -5.87 -3.45
H 0.18 -3.71 -4.13
H -1.05 -4.36 -5.21
H -1.75 -2.19 -5.25
H -0.97 -1.76 -3.74
H -4.41 -1.41 -3.05
H -3.05 -0.55 -3.79
H -2.93 -1.11 -2.11
H 1.75 -2.17 -1.74
H 1.72 0.60 0.00
H 2.25 0.65 1.67
H 3.51 -1.06 -0.55
H 4.01 -1.09 1.14
C -2.10 2.41 1.00
C -1.89 1.05 0.82
C -2.93 0.15 1.04
C -4.17 0.61 1.43
C -4.38 1.97 1.61
C -3.35 2.87 1.40
H -1.29 3.11 0.83
H -0.92 0.70 0.51
H -2.76 -0.91 0.90
H -4.98 -0.09 1.60
H -5.36 2.33 1.92
H -3.51 3.93 1.54
C 0.36 5.86 2.04
C 1.11 5.13 1.13
C 1.75 5.78 0.08
C 1.64 7.15 -0.05
C 0.90 7.88 0.87
C 0.25 7.23 1.91
H -0.14 5.35 2.86
H 1.20 4.05 1.23
H 2.33 5.21 -0.64
H 2.14 7.66 -0.87
H 0.81 8.96 0.77
H -0.33 7.80 2.63
```

## Properties
highest occupied orbital energy: -11.102 eV
charge: +1
F_max: 0.0148 hartree/bohr

ORCA calculation (ωB97M-V/def2-TZVPD) on a molecular structure, C28H36BrMnN3O2.

Structure (XYZ):
```
71
C28H36BrMnN3O2 (ωB97M-V/def2-TZVPD)
Mn 1.32 -0.93 0.36
C -6.38 -0.53 1.37
C -5.69 -1.27 0.22
C -5.93 -2.77 0.39
C -6.32 -0.84 -1.12
C -4.20 -0.93 0.22
C -3.22 -1.87 0.45
C -1.91 -1.44 0.43
Br -0.52 -2.73 0.74
C -1.48 -0.15 0.21
O -0.17 0.18 0.21
C -2.47 0.83 0.00
C -3.79 0.40 0.01
C -2.10 2.30 -0.23
C -1.32 2.84 0.98
C -1.24 2.42 -1.50
C -3.34 3.17 -0.41
H -7.44 -0.79 1.41
H -6.31 0.55 1.24
H -5.93 -0.79 2.33
H -7.00 -2.97 0.36
H -5.56 -3.13 1.36
H -5.46 -3.35 -0.40
H -7.37 -1.11 -1.14
H -5.82 -1.32 -1.96
H -6.25 0.24 -1.26
H -3.45 -2.91 0.63
H -4.57 1.13 -0.16
H -0.38 2.32 1.11
H -1.91 2.73 1.89
H -1.12 3.90 0.83
H -0.32 1.85 -1.42
H -0.98 3.47 -1.67
H -1.79 2.07 -2.38
H -3.99 3.15 0.46
H -3.93 2.88 -1.29
H -3.02 4.21 -0.57
N 2.51 0.30 1.75
C 3.30 1.42 1.27
C 3.51 2.48 2.14
C 4.26 3.58 1.76
C 4.81 3.62 0.49
C 4.59 2.56 -0.38
C 3.84 1.45 -0.02
C 3.58 0.41 -1.06
C 4.51 0.14 -2.06
C 4.21 -0.70 -3.13
C 2.96 -1.29 -3.24
C 2.02 -1.06 -2.23
C 2.37 -0.26 -1.17
H 1.98 0.60 2.56
H 3.11 -0.47 2.04
H 3.08 2.43 3.14
H 4.40 4.40 2.46
H 5.39 4.47 0.17
H 4.98 2.63 -1.39
H 5.49 0.60 -2.00
H 4.96 -0.89 -3.88
H 2.70 -1.91 -4.09
H 1.03 -1.50 -2.30
C 5.44 -2.01 1.37
N 4.86 -3.17 0.72
C 3.56 -3.26 0.44
N 3.10 -4.37 -0.18
O 2.78 -2.34 0.76
H 6.51 -2.03 1.23
H 5.22 -2.00 2.44
H 5.06 -1.09 0.91
H 5.45 -3.97 0.54
H 3.69 -5.13 -0.45
H 2.11 -4.44 -0.35
```

## Properties
relative energy (zero: lowest compared OMol25 entry of this formula, charge and spin): 8.9 kcal per mole
highest occupied orbital energy (alpha / beta): -10.363 / -10.467 eV
multiplicity: 5
⟨S²⟩: 6.2498
charge: +1
F_max: 0.0139 hartree/bohr

ORCA calculation (ωB97M-V/def2-TZVPD) on a molecular structure, C28H36Cl2IrN2O2S.

Structure (XYZ):
```
72
C28H36Cl2IrN2O2S (ωB97M-V/def2-TZVPD)
Ir 0.70 -0.12 0.02
C 0.14 1.27 1.50
C -1.16 0.74 1.24
C -1.71 1.54 0.07
C -0.74 2.42 -0.28
C 0.45 2.27 0.55
C 1.63 3.20 0.48
C 2.42 3.14 1.79
C 1.10 4.63 0.26
C 2.53 2.83 -0.71
C -3.06 1.49 -0.64
C -2.96 2.25 -1.98
C -4.11 2.23 0.21
C -3.51 0.06 -0.96
C -1.77 -0.34 2.14
C -1.72 -1.70 1.40
C -0.93 -0.47 3.42
C -3.21 -0.02 2.57
H 0.66 1.16 2.44
H -0.80 3.11 -1.10
H 1.80 3.40 2.65
H 3.24 3.86 1.75
H 2.86 2.15 1.96
H 0.32 4.89 0.98
H 0.70 4.76 -0.75
H 1.92 5.33 0.38
H 3.05 1.88 -0.55
H 3.28 3.62 -0.82
H 1.96 2.77 -1.64
H -2.79 3.32 -1.83
H -3.91 2.15 -2.50
H -2.18 1.85 -2.62
H -3.82 3.27 0.36
H -4.27 1.78 1.18
H -5.06 2.22 -0.33
H -2.74 -0.48 -1.51
H -4.40 0.11 -1.60
H -3.78 -0.51 -0.08
H -0.71 -1.81 1.01
H -2.43 -1.76 0.58
H -1.91 -2.51 2.10
H 0.07 -0.86 3.21
H -1.42 -1.18 4.08
H -0.84 0.47 3.95
H -3.91 -0.02 1.74
H -3.28 0.93 3.09
H -3.53 -0.81 3.26
Cl 1.26 -3.45 -6.60
C 1.25 -2.90 -4.98
C 1.87 -3.67 -3.98
C 1.88 -3.27 -2.67
Cl 2.66 -4.26 -1.49
C 1.26 -2.07 -2.27
O 1.30 -1.71 -1.01
C 0.64 -1.31 -3.28
C 0.01 -0.09 -2.96
O -0.10 0.42 -1.83
C 0.64 -1.72 -4.63
H 2.35 -4.60 -4.26
H -0.45 0.48 -3.78
H 0.16 -1.11 -5.39
S 2.47 -0.51 1.30
C 2.60 -2.26 1.43
N 3.85 -2.76 1.51
C 4.08 -4.07 1.77
C 3.01 -4.90 1.94
C 1.74 -4.32 1.83
N 1.54 -3.03 1.60
H 4.63 -2.14 1.37
H 5.11 -4.38 1.82
H 3.15 -5.95 2.15
H 0.85 -4.93 1.95
```

## Properties
relative energy (zero: lowest compared OMol25 entry of this formula, charge and spin): 33.4 kcal per mole
highest occupied orbital energy (alpha / beta): -13.833 / -13.802 eV
multiplicity: 2
⟨S²⟩: 0.7912
charge: +2
F_max: 0.0207 hartree/bohr

What is the F_max in the seventh record?
0.0207 hartree/bohr

What is the F_max in the fourth record?
0.1018 hartree/bohr